No. 1
A single C4H5NO molecule. Source: the OMol25 dataset; level of theory: the ωB97M-V functional and the def2-TZVPD basis.

Geometry (Å):
O: -2.06916 0.18346 -0.34847
C: -1.59151 0.48476 0.72594
N: -0.25538 0.62905 0.95031
C: 0.68888 0.27685 -0.07395
C: 1.92523 -1.16266 0.77537
C: 1.08094 -1.27870 -0.18156
H: -2.20160 0.69216 1.62364
H: 0.07244 0.70952 1.90237
H: 0.18301 0.39516 -1.02939
H: 1.53681 0.96277 -0.05787
H: 0.61569 -1.92123 -0.91777

---

No. 2
A single C4H5NO molecule. Source: the OMol25 dataset; level of theory: the ωB97M-V functional and the def2-TZVPD basis.

Structure (SMILES)   CC#CC(N)=O

Geometry (Å):
C: 1.06683 1.87725 0.04190
C: 1.23474 0.45960 -0.17768
C: 0.77034 -0.66507 -0.23035
C: -0.68118 -0.89610 0.00489
O: -1.42009 0.04832 0.24592
N: -1.13554 -2.16359 -0.05010
H: 1.28650 2.50479 -0.81980
H: 1.55051 2.25659 0.94124
H: -0.03186 1.81862 0.20283
H: -2.11818 -2.31403 0.11743
H: -0.52207 -2.92638 -0.27628

---

No. 3
A single C4H5NO molecule in a non-equilibrium geometry. Source: the OMol25 dataset; level of theory: the ωB97M-V functional and the def2-TZVPD basis.

Structure (SMILES)   [H]/N=C(/C=C)C=O

Geometry (Å):
C: 0.98473 -0.55678 0.54208
C: 0.16322 0.37939 0.33600
C: -2.07244 -0.62925 0.23080
C: -1.14709 0.06971 -0.67939
N: -1.06197 0.59680 -1.81775
O: -2.19539 -1.85125 0.37383
H: 1.94312 -0.45310 1.08976
H: 0.59841 -1.48340 0.16081
H: 0.36820 1.45998 0.21983
H: -2.42289 0.09369 0.91450
H: -1.85034 0.49756 -2.41457

---

No. 4
2 unconnected molecules or ions with the total composition C4H5NO in a non-equilibrium geometry. Source: the OMol25 dataset; level of theory: the ωB97M-V functional and the def2-TZVPD basis.

Structure (SMILES)   CC=C=O.C#N

Geometry (Å):
C: -1.56028 -0.04873 0.04249
C: -0.65058 0.94910 0.71703
C: 0.56056 1.23019 0.30230
O: 1.64721 1.48138 -0.06489
C: 2.15323 -1.38607 -0.73281
N: 1.15639 -1.93429 -0.92540
H: -1.58847 -0.99815 0.58695
H: -1.23355 -0.26753 -0.97709
H: -2.57850 0.34892 -0.00390
H: -0.97346 1.48361 1.60512
H: 3.06745 -0.85843 -0.54981

---

No. 5
A molecular structure, C4H5NO. Source: the OMol25 dataset; level of theory: the ωB97M-V functional and the def2-TZVPD basis.

Geometry (Å):
O: 0.86833 -1.50726 -0.56914
C: 0.12343 -0.63934 0.24902
C: 0.70352 0.86716 0.22789
C: -1.30639 -0.37071 -0.16025
C: -1.06713 0.94541 -0.23360
N: -0.38898 1.96919 -0.24696
H: 0.48094 -1.45946 -1.45413
H: 0.22621 -1.03871 1.26383
H: 1.03560 1.19557 1.21033
H: 1.47106 0.94176 -0.53884
H: -2.21061 -0.90050 0.07609

---

No. 6
A single C4H5NO molecule. Source: the OMol25 dataset; level of theory: the ωB97M-V functional and the def2-TZVPD basis.

Structure (SMILES)   C=C1CN=CO1

Geometry (Å):
C: 1.70841 0.52839 0.00000
C: -0.45523 0.28071 -0.00003
C: -1.74089 0.58300 0.00005
C: 0.23608 -1.06913 -0.00004
N: 1.64218 -0.72848 0.00006
O: 0.55197 1.22801 -0.00004
H: 2.61848 1.10056 0.00017
H: -2.07772 1.60278 0.00003
H: -2.48142 -0.19385 0.00003
H: -0.00101 -1.66606 0.88459
H: -0.00084 -1.66592 -0.88483

---

What ΔE to the lowest compared entry with this formula, charge and spin values result from the calculations? In sequence: 88.62, 55.24, 71.70, 39.99, 99.41, 23.20 kcal/mol.
What calculated total energy values result from the calculations? In sequence: -7762.68347, -7764.13121, -7763.41736, -7764.79212, -7762.21579, -7765.52039 eV.
What gap between HOMO and LUMO values result from the calculations? In sequence: 10.6, 10.3, 10.0, 9.7, 8.8, 10.0 eV.